1.
{"formula": "C2H10NO", "method": "the ωB97M-V functional and the def2-TZVPD basis", "multiplicity": 1, "charge": 1, "orbital_gap_ev": 10.72, "species": ["N", "H", "H", "H", "H", "C", "O", "C", "H", "H", "H", "H", "H", "H"], "positions_angstrom": [[-1.33, -1.73, -1.48], [-0.62, -2.44, -1.33], [-1.06, -0.82, -1.12], [-1.62, -1.65, -2.44], [-2.16, -2.02, -0.95], [0.63, 1.02, 0.15], [0.53, -0.43, -0.03], [0.77, 1.42, 1.58], [1.46, 1.32, -0.48], [-0.30, 1.40, -0.27], [1.19, -0.80, 0.57], [-0.01, 1.05, 2.21], [1.74, 1.18, 2.00], [0.78, 2.51, 1.60]]}

=====

2.
{"formula": "C2H10NO", "method": "the ωB97M-V functional and the def2-TZVPD basis", "multiplicity": 1, "charge": 1, "orbital_gap_ev": 12.88, "species": ["O", "H", "H", "H", "C", "C", "N", "H", "H", "H", "H", "H", "H", "H"], "positions_angstrom": [[0.15, -1.20, -2.15], [0.74, -1.07, -2.93], [-1.18, 1.17, 0.02], [-0.10, -2.11, -2.33], [0.77, 1.28, 1.46], [0.19, -0.08, 1.00], [-1.05, 0.16, 0.14], [0.00, 1.98, 1.80], [1.40, 1.02, 2.31], [1.33, 1.84, 0.70], [1.01, -0.46, 0.40], [-0.07, -0.87, 1.68], [-0.84, -0.13, -0.83], [-1.84, -0.27, 0.59]]}

=====

Which one sits at the bottom of the stability order? 1 does.

=====

1.
{"formula": "C2H10NO", "method": "the ωB97M-V functional and the def2-TZVPD basis", "multiplicity": 1, "charge": 1, "orbital_gap_ev": 11.00, "species": ["C", "N", "H", "H", "H", "H", "H", "H", "C", "O", "H", "H", "H", "H"], "positions_angstrom": [[-0.24, 0.78, -2.18], [0.35, -0.33, -1.41], [1.04, -0.02, -0.73], [-0.33, -0.87, -0.88], [0.66, -1.04, -2.08], [-0.50, 1.73, -1.69], [-1.14, 0.46, -2.67], [0.52, 1.13, -2.93], [-0.42, 0.27, 2.22], [0.33, -0.67, 1.41], [0.58, -1.48, 1.90], [-1.06, 0.90, 1.59], [0.30, 0.72, 2.88], [-1.16, -0.23, 2.92]]}

=====

2.
{"formula": "C2H10NO", "method": "the ωB97M-V functional and the def2-TZVPD basis", "multiplicity": 1, "charge": 1, "orbital_gap_ev": 12.04, "species": ["N", "H", "H", "H", "H", "C", "O", "C", "H", "H", "H", "H", "H", "H"], "positions_angstrom": [[-1.71, -0.09, 1.53], [-1.30, 0.38, 2.33], [-0.67, -0.84, 0.89], [-1.81, 0.66, 0.79], [-2.59, -0.40, 1.84], [1.06, -0.47, -0.76], [0.07, -1.20, -0.08], [0.92, 1.06, -0.82], [1.22, -0.76, -1.76], [2.11, -0.69, -0.46], [-0.01, -1.98, -0.53], [0.42, 1.56, -0.01], [0.38, 1.32, -1.82], [1.91, 1.45, -1.14]]}

=====

3.
{"formula": "C2H10NO", "method": "the ωB97M-V functional and the def2-TZVPD basis", "multiplicity": 1, "charge": 1, "orbital_gap_ev": 11.29, "species": ["C", "N", "H", "H", "H", "H", "H", "H", "C", "O", "H", "H", "H", "H"], "positions_angstrom": [[-1.50, 0.31, 0.83], [-0.23, 0.98, 1.17], [0.55, 0.28, 1.11], [0.06, 1.67, 0.46], [-0.36, 1.54, 2.01], [-1.82, -0.19, 1.77], [-1.48, -0.61, 0.25], [-2.27, 0.95, 0.38], [1.20, -0.55, -1.58], [0.70, -1.12, -0.37], [1.24, -1.89, -0.18], [2.25, -0.77, -1.80], [0.98, 0.50, -1.65], [0.67, -1.11, -2.37]]}

=====

Which one sits at the bottom of the stability order? 2 does.

=====

1.
{"formula": "C6H12", "method": "the ωB97M-V functional and the def2-TZVPD basis", "multiplicity": 1, "orbital_gap_ev": 11.39, "smiles": "CC(C)C1CC1", "species": ["C", "C", "C", "C", "C", "C", "H", "H", "H", "H", "H", "H", "H", "H", "H", "H", "H", "H"], "positions_angstrom": [[-1.45, -1.26, 0.06], [-0.66, 0.00, -0.29], [-1.46, 1.28, 0.01], [0.67, -0.01, 0.44], [1.92, 0.73, -0.03], [1.82, -0.76, -0.16], [-0.93, -2.16, -0.27], [-1.58, -1.37, 1.17], [-2.39, -1.25, -0.48], [-0.42, 0.05, -1.34], [-1.94, 1.27, 1.05], [-0.68, 2.11, 0.04], [-2.26, 1.41, -0.83], [0.50, -0.03, 1.55], [2.69, 1.12, 0.64], [1.85, 1.35, -0.94], [2.50, -1.32, 0.54], [1.81, -1.17, -1.17]]}

=====

2.
{"formula": "C6H12", "method": "the ωB97M-V functional and the def2-TZVPD basis", "multiplicity": 1, "orbital_gap_ev": 11.02, "smiles": "CCC1CCC1", "species": ["C", "C", "C", "C", "C", "C", "H", "H", "H", "H", "H", "H", "H", "H", "H", "H", "H", "H"], "positions_angstrom": [[-2.31, -0.27, -0.32], [-1.21, 0.32, 0.56], [0.11, 0.38, -0.15], [1.32, 0.92, 0.60], [2.19, -0.08, -0.18], [0.83, -0.94, -0.42], [-2.44, 0.33, -1.24], [-2.07, -1.30, -0.63], [-3.26, -0.28, 0.21], [-1.48, 1.33, 0.89], [-1.07, -0.29, 1.46], [0.04, 0.96, -1.08], [1.44, 2.02, 0.64], [1.28, 0.56, 1.64], [3.07, -0.43, 0.38], [2.24, -0.15, -1.24], [0.75, -1.74, 0.31], [0.58, -1.35, -1.42]]}

=====

Which one sits at the bottom of the stability order? 2 does.

=====

1.
{"formula": "C6H12", "method": "the ωB97M-V functional and the def2-TZVPD basis", "multiplicity": 1, "orbital_gap_ev": 8.56, "species": ["C", "C", "C", "C", "C", "C", "H", "H", "H", "H", "H", "H", "H", "H", "H", "H", "H", "H"], "positions_angstrom": [[2.12, -0.90, 1.03], [0.95, -1.18, 0.09], [0.65, -0.16, -0.93], [-0.77, -0.19, -1.35], [-1.37, 1.13, -0.81], [-1.18, 1.31, 0.70], [2.97, -0.51, 0.46], [1.83, -0.13, 1.76], [2.43, -1.79, 1.58], [1.24, -1.99, -0.62], [0.07, -1.59, 0.64], [-0.11, 1.38, 0.95], [-0.85, -0.15, -2.45], [-1.37, -1.04, -0.98], [-2.44, 1.14, -1.04], [-0.91, 1.97, -1.34], [-1.60, 0.47, 1.26], [-1.66, 2.23, 1.05]]}

=====

2.
{"formula": "C6H12", "method": "the ωB97M-V functional and the def2-TZVPD basis", "multiplicity": 1, "orbital_gap_ev": 8.49, "species": ["C", "C", "C", "C", "C", "C", "H", "H", "H", "H", "H", "H", "H", "H", "H", "H", "H", "H"], "positions_angstrom": [[-0.54, -0.86, -2.07], [-0.87, -0.02, -0.84], [-0.38, 0.40, 1.73], [0.42, -0.83, 1.96], [0.39, 1.42, 0.98], [0.37, 0.82, -0.45], [-0.12, -0.23, -2.86], [-1.41, -1.38, -2.46], [0.22, -1.61, -1.81], [-1.72, 0.65, -1.03], [-1.22, -0.69, -0.05], [0.56, -0.82, 3.05], [1.41, -0.91, 1.48], [-0.17, -1.73, 1.76], [-0.08, 2.42, 1.01], [1.44, 1.52, 1.31], [1.27, 0.20, -0.57], [0.46, 1.63, -1.18]]}

=====

3.
{"formula": "C6H12", "method": "the ωB97M-V functional and the def2-TZVPD basis", "multiplicity": 1, "orbital_gap_ev": 7.20, "species": ["C", "C", "C", "C", "C", "C", "H", "H", "H", "H", "H", "H", "H", "H", "H", "H", "H", "H"], "positions_angstrom": [[0.77, 0.72, 1.93], [-0.42, 0.16, 1.16], [-0.11, -0.71, -0.04], [-1.16, -1.38, -0.70], [-0.18, 0.03, -1.83], [0.86, 0.76, -1.21], [1.46, -0.07, 2.23], [1.33, 1.45, 1.33], [0.44, 1.22, 2.84], [-0.99, -0.51, 1.82], [-1.11, 0.96, 0.87], [0.83, -1.26, 0.04], [-0.99, -2.35, -1.14], [-2.18, -1.05, -0.57], [-1.12, 0.55, -2.02], [0.06, -0.70, -2.59], [0.66, 1.74, -0.81], [1.89, 0.43, -1.30]]}

=====

Which one sits at the bottom of the stability order? 3 does.

=====

1.
{"formula": "C6H12", "method": "the ωB97M-V functional and the def2-TZVPD basis", "multiplicity": 1, "orbital_gap_ev": 10.19, "smiles": "C=C(CC)CC", "species": ["C", "C", "C", "C", "C", "C", "H", "H", "H", "H", "H", "H", "H", "H", "H", "H", "H", "H"], "positions_angstrom": [[0.04, 1.15, 0.95], [0.10, 0.13, 0.02], [-0.50, 0.39, -1.37], [-1.87, 1.13, -1.37], [0.60, -1.30, 0.39], [1.69, -1.38, 1.36], [-0.22, 2.14, 0.62], [0.37, 1.12, 2.00], [-0.90, -0.53, -1.81], [0.19, 1.01, -2.00], [-2.51, 0.44, -0.71], [-2.27, 1.17, -2.40], [-1.65, 2.09, -0.95], [0.72, -1.78, -0.58], [-0.13, -1.95, 0.84], [1.33, -1.30, 2.43], [2.56, -0.70, 1.25], [2.12, -2.42, 1.43]]}

=====

2.
{"formula": "C6H12", "method": "the ωB97M-V functional and the def2-TZVPD basis", "multiplicity": 1, "orbital_gap_ev": 9.60, "smiles": "C=C(C)C.C=C", "species": ["C", "C", "C", "C", "H", "H", "H", "H", "H", "H", "H", "H", "C", "C", "H", "H", "H", "H"], "positions_angstrom": [[1.40, -1.00, 0.05], [0.75, 0.11, 0.38], [-0.01, 0.23, 1.68], [0.89, 1.39, -0.40], [1.96, -1.06, -0.88], [1.31, -1.91, 0.64], [-0.80, 0.99, 1.66], [-0.45, -0.72, 2.01], [0.74, 0.54, 2.41], [0.03, 2.07, -0.29], [1.05, 1.22, -1.47], [1.77, 1.88, 0.02], [-1.12, -1.17, -1.12], [-1.86, -0.10, -0.87], [-1.06, -2.01, -0.44], [-0.39, -1.20, -1.93], [-2.46, -0.03, 0.03], [-1.77, 0.80, -1.48]]}

=====

Which one sits at the bottom of the stability order? 2 does.

=====

1.
{"formula": "C4H11N2", "method": "the ωB97M-V functional and the def2-TZVPD basis", "multiplicity": 2, "charge": 2, "orbital_gap_ev": [11.73, 6.18], "species": ["C", "C", "C", "N", "C", "N", "H", "H", "H", "H", "H", "H", "H", "H", "H", "H", "H"], "positions_angstrom": [[-1.56, 0.56, -1.52], [-1.73, 0.07, -0.05], [-0.40, 0.23, 0.62], [2.61, 0.18, 0.76], [1.87, -0.83, 0.49], [0.52, -0.81, 0.33], [-0.88, -0.14, -2.04], [-2.55, 0.50, -1.99], [-1.21, 1.58, -1.63], [-2.08, -0.95, 0.01], [-2.53, 0.66, 0.41], [-0.56, 0.13, 1.74], [0.09, 1.21, 0.54], [3.62, 0.02, 0.84], [2.31, 1.13, 0.94], [2.36, -1.80, 0.39], [0.11, -1.73, 0.16]]}

=====

2.
{"formula": "C4H11N2", "method": "the ωB97M-V functional and the def2-TZVPD basis", "multiplicity": 2, "charge": 2, "orbital_gap_ev": [10.48, 8.36], "species": ["C", "C", "C", "N", "H", "H", "H", "H", "H", "H", "H", "C", "N", "H", "H", "H", "H"], "positions_angstrom": [[1.18, 2.39, 0.40], [0.29, 1.13, 0.58], [1.36, -0.12, -1.18], [0.30, 0.33, -0.65], [0.90, 3.02, 1.25], [2.23, 2.11, 0.46], [0.96, 2.94, -0.51], [-0.75, 1.37, 0.82], [0.65, 0.56, 1.44], [2.23, 0.52, -1.40], [1.46, -1.18, -1.43], [-1.50, -2.16, 0.93], [-1.61, -1.61, -0.23], [-2.37, -2.71, 1.28], [-0.58, -2.05, 1.51], [-0.87, -0.89, -0.54], [-2.03, -2.24, -0.93]]}

=====

Which one sits at the bottom of the stability order? 2 does.